A 3-piece molecular cluster, C39H69FN2O4 overall, computed with ωB97M-V with the def2-TZVPD basis set.

Geometry (Å):
1 C 2.22773 2.57581 2.09996
2 C 2.28737 4.10705 2.08557
3 C 3.31129 4.66411 1.08677
4 C 3.25560 4.02567 -0.29382
5 C 1.91950 4.20267 -1.00925
6 C 1.87545 3.47429 -2.36422
7 C 0.51738 2.82083 -2.60399
8 C 0.27892 1.57051 -1.74330
9 C -1.10872 1.52925 -1.10211
10 C -1.25465 0.47607 0.00375
11 C -1.92318 0.94154 1.30140
12 C -3.38966 1.40146 1.16036
13 C -3.75133 2.83391 1.47108
14 C -4.88148 3.14720 2.11393
15 C -5.23498 4.56061 2.37980
16 O -5.85283 4.90232 3.36467
17 C -4.75492 5.52434 1.36593
18 C -3.63327 5.25441 0.70032
19 C -3.03903 6.12453 -0.36705
20 C -3.76189 5.96293 -1.72480
21 C -2.81648 5.82052 -2.89787
22 F -4.57548 4.81263 -1.69484
23 C -2.89783 4.00439 1.07870
24 O -1.68716 3.99907 1.12030
25 H 3.20962 2.14404 1.89846
26 H 1.92052 2.21683 3.08219
27 H 1.53544 2.19541 1.34793
28 H 1.29864 4.50771 1.85261
29 H 2.55976 4.46641 3.07909
30 H 3.18405 5.74856 1.00761
31 H 4.31311 4.50857 1.50129
32 H 3.46462 2.95624 -0.21173
33 H 4.03180 4.47156 -0.92283
34 H 1.76884 5.27323 -1.18370
35 H 1.09432 3.86871 -0.37455
36 H 2.67132 2.72507 -2.40238
37 H 2.05706 4.19620 -3.16454
38 H -0.24568 3.56599 -2.35937
39 H 0.38954 2.59579 -3.66633
40 H 1.03844 1.52673 -0.95589
41 H 0.41784 0.67869 -2.36028
42 H -1.83464 1.33329 -1.89885
43 H -1.32899 2.52678 -0.72728
44 H -1.83119 -0.36641 -0.39345
45 H -0.27815 0.07600 0.27301
46 H -1.31799 1.69469 1.80167
47 H -1.92271 0.07477 1.96946
48 H -4.02679 0.77957 1.79023
49 H -3.71620 1.21269 0.13028
50 H -5.55771 2.38959 2.49100
51 H -5.32114 6.43031 1.19124
52 H -3.09084 7.16657 -0.05651
53 H -1.99364 5.84097 -0.49554
54 H -4.45367 6.79225 -1.87733
55 H -3.27393 6.14427 -3.83176
56 H -2.55769 4.76603 -3.00308
57 H -1.88772 6.36929 -2.74048
58 C -1.79008 -5.74469 -1.55267
59 C -1.73483 -4.20923 -1.59287
60 C -3.09414 -3.62904 -1.98418
61 C -3.44718 -3.88094 -3.44910
62 C -2.34477 -3.36873 -4.37744
63 C -0.94054 -3.87092 -4.02415
64 N -0.70454 -3.70345 -2.55504
65 O -0.27172 -2.53426 -2.24859
66 C -0.75425 -5.33143 -4.46136
67 C 0.10333 -3.04163 -4.76143
68 C -1.33511 -3.73865 -0.20466
69 H -2.31166 -6.05443 -0.64701
70 H -2.32559 -6.18898 -2.38591
71 H -0.78521 -6.16743 -1.52293
72 H -3.07979 -2.54902 -1.80422
73 H -3.85566 -4.05008 -1.32374
74 H -3.63322 -4.94364 -3.62493
75 H -4.38069 -3.36893 -3.68845
76 H -2.55785 -3.65728 -5.40910
77 H -2.34207 -2.27476 -4.34976
78 H 0.18620 -5.72798 -4.07689
79 H -0.71880 -5.37577 -5.54967
80 H -1.55732 -5.99131 -4.14732
81 H -0.02547 -1.97660 -4.58745
82 H 0.00463 -3.23030 -5.83094
83 H 1.11170 -3.31757 -4.45234
84 H -0.36358 -4.14604 0.07684
85 H -2.07092 -4.07893 0.52549
86 H -1.28135 -2.65450 -0.14216
87 C 4.96471 -4.02512 3.44457
88 C 4.40190 -2.61799 3.69798
89 C 3.37696 -2.63425 4.83225
90 C 2.07291 -3.33088 4.45034
91 C 1.47447 -2.71991 3.18345
92 C 2.45264 -2.62758 2.00820
93 N 3.75089 -2.04123 2.47630
94 O 3.71971 -0.75793 2.50587
95 C 2.65726 -4.00713 1.36361
96 C 1.87205 -1.71968 0.93201
97 C 5.58050 -1.72662 4.06702
98 H 5.67513 -4.26758 4.23504
99 H 4.21384 -4.80911 3.45203
100 H 5.49524 -4.06361 2.49269
101 H 3.15630 -1.60147 5.11883
102 H 3.83081 -3.11432 5.70245
103 H 2.23263 -4.40460 4.31936
104 H 1.35671 -3.23109 5.26793
105 H 0.60925 -3.30261 2.85714
106 H 1.10879 -1.71420 3.41365
107 H 3.46008 -3.96794 0.62628
108 H 1.74382 -4.29891 0.84718
109 H 2.88267 -4.79733 2.07356
110 H 1.61646 -0.73565 1.32042
111 H 0.95601 -2.16232 0.54099
112 H 2.56758 -1.58460 0.10291
113 H 6.31494 -1.70045 3.26096
114 H 6.05982 -2.13431 4.95769
115 H 5.26987 -0.70755 4.27972

Properties
- M (g/mol) = 648.99
- ΔE to the lowest compared entry with this formula, charge and spin (eV) = 0.254
- spin multiplicity = 3
- E_tot (Eh) = -2037.62092
- E_LUMO (spin up / spin down) (eV) = -0.7 / -0.7
- gap between HOMO and LUMO (spin up / spin down) (eV) = 7.346 / 8.458
- strongest force on any atom (eV/Å) = 1.032


A 6-piece molecular cluster, C39H69N2O20PS3 overall, computed with ωB97M-V with the def2-TZVPD basis set.

Geometry (Å):
1 C -6.85929 -4.59913 -0.05330
2 C -5.44609 -3.97816 -0.03629
3 N -5.39613 -2.49512 -0.07406
4 C -5.06097 -1.87099 1.21598
5 C -5.88465 -2.30985 2.45483
6 C -6.45978 -1.90001 -0.73154
7 S -7.79717 -1.25869 -0.07686
8 S -6.28208 -1.82248 -2.54678
9 C -5.27112 -0.32165 -2.85095
10 C -5.89896 0.90019 -2.17054
11 C -5.11735 2.21266 -2.37227
12 N -4.29044 2.48315 -1.16677
13 C -3.00927 3.16786 -1.46656
14 C -2.56227 3.88675 -0.16051
15 O -1.22859 3.66235 0.21750
16 C -0.34266 4.73682 -0.06545
17 C 0.36663 5.25123 1.18613
18 C 0.83087 4.13363 2.14566
19 C 1.35171 2.85758 1.43827
20 C 2.73589 2.37815 1.98536
21 C 3.80583 2.68070 0.91610
22 C 3.75684 1.73837 -0.27293
23 O 3.52556 0.37188 0.13799
24 C 4.02034 -0.53081 -0.75243
25 C 3.72226 -0.44189 -2.23762
26 O 4.65589 -1.43058 -0.34464
27 P -1.73123 2.06134 -2.19082
28 O -1.17559 1.06506 -1.06866
29 O -2.37090 1.07249 -3.32034
30 S -0.27242 3.01686 -3.06241
31 H -7.29628 -4.67851 -1.04975
32 H -7.57746 -4.05189 0.55781
33 H -6.79602 -5.59381 0.39747
34 H -4.89544 -4.33977 0.82914
35 H -4.94258 -4.33277 -0.94314
36 H -5.15329 -0.79193 1.09216
37 H -3.99585 -2.05936 1.37833
38 H -5.22506 -2.51823 3.29956
39 H -6.58179 -3.12275 2.27493
40 H -6.49384 -1.45637 2.76027
41 H -5.20091 -0.19738 -3.93278
42 H -4.25055 -0.44792 -2.48615
43 H -6.94713 0.97434 -2.47467
44 H -5.91046 0.69848 -1.09782
45 H -5.87055 3.00877 -2.41819
46 H -4.56522 2.26869 -3.31257
47 H -4.81273 3.16511 -0.62777
48 H -3.21945 3.92719 -2.23507
49 H -3.18947 3.49148 0.64740
50 H -2.81027 4.95128 -0.22243
51 H -0.80011 5.58118 -0.58925
52 H 0.42832 4.34595 -0.73440
53 H -0.35718 5.86341 1.74372
54 H 1.17591 5.94138 0.94108
55 H 0.07941 3.90800 2.89950
56 H 1.67591 4.54261 2.71270
57 H 1.47103 2.97571 0.36457
58 H 0.65598 2.05618 1.69073
59 H 3.02012 2.93109 2.88526
60 H 2.71946 1.32107 2.25384
61 H 3.61696 3.69609 0.55345
62 H 4.80525 2.67114 1.36425
63 H 4.66661 1.83017 -0.87310
64 H 2.92599 2.02534 -0.93236
65 H 4.43099 -1.10369 -2.73113
66 H 2.73374 -0.82499 -2.48991
67 H 3.89067 0.54705 -2.66359
68 H -0.23887 0.92056 -1.27872
69 H -2.59025 1.68078 -4.04920
70 C 2.91711 -2.51901 3.40035
71 C 2.64986 -2.15429 4.85466
72 C 1.20781 -2.24747 5.27957
73 O 1.15809 -1.32441 6.37403
74 C 2.11214 -0.38431 6.14290
75 O 2.22373 0.62995 6.74954
76 O 2.92227 -0.76328 5.11619
77 H 3.58985 -3.37421 3.34222
78 H 2.00266 -2.80610 2.87934
79 H 3.37817 -1.69440 2.85814
80 H 3.29598 -2.73931 5.51427
81 H 0.92399 -3.24698 5.60253
82 H 0.51165 -1.90457 4.51015
83 C -3.31078 -8.90441 -3.09111
84 C -3.94108 -7.98057 -2.06015
85 C -3.01711 -7.52434 -0.96071
86 O -3.93511 -7.23648 0.10107
87 C -5.01260 -8.04406 -0.08266
88 O -5.87861 -8.19903 0.71429
89 O -4.96475 -8.64814 -1.29937
90 H -3.34797 -8.44858 -4.08011
91 H -2.25850 -9.09632 -2.87585
92 H -3.83321 -9.85793 -3.14184
93 H -4.41275 -7.12823 -2.55621
94 H -2.44528 -6.63825 -1.22997
95 H -2.33336 -8.30551 -0.61925
96 C 5.43148 0.47820 3.78318
97 C 6.79424 0.90841 4.29998
98 C 6.83348 2.27234 4.93609
99 O 8.20685 2.64547 4.75659
100 C 8.64661 2.00846 3.64116
101 O 9.67927 2.23512 3.09590
102 O 7.74567 1.07928 3.22947
103 H 5.10194 -0.41852 4.29835
104 H 4.66731 1.23501 3.96389
105 H 5.45606 0.26021 2.71471
106 H 7.19945 0.14810 4.97245
107 H 6.57033 2.25674 5.99145
108 H 6.20873 3.00474 4.41867
109 C -9.08117 4.35398 -5.49887
110 C -7.62088 4.61421 -5.83500
111 C -7.05831 3.76282 -6.94241
112 O -5.65846 3.75850 -6.63127
113 C -5.55309 3.91465 -5.28915
114 O -4.54707 3.76775 -4.66821
115 O -6.74755 4.25421 -4.74559
116 H -9.67309 5.25346 -5.66479
117 H -9.51156 3.57647 -6.13142
118 H -9.20341 4.05988 -4.45795
119 H -7.46415 5.67667 -6.03577
120 H -7.23465 4.18023 -7.93131
121 H -7.41832 2.73154 -6.91583
122 C 10.32756 -0.50508 1.11245
123 C 11.78457 -0.32788 0.71908
124 C 12.00945 0.29174 -0.63434
125 O 13.30691 -0.20743 -0.98077
126 C 13.45204 -1.40495 -0.34951
127 O 14.32806 -2.17732 -0.56356
128 O 12.45437 -1.59423 0.55410
129 H 10.11045 0.06927 2.01018
130 H 9.64898 -0.14073 0.33947
131 H 10.09187 -1.54902 1.31446
132 H 12.31962 0.22118 1.49768
133 H 12.00690 1.37948 -0.60834
134 H 11.29683 -0.05415 -1.38749

Properties
- M (g/mol) = 1013.15
- E_tot (Eh) = -4677.73530
- E_LUMO (eV) = -0.2
- SMILES string = CCN(CC)C(=S)SCCCN[C@@H](COCCCCCCCOC(C)=O)P(O)(O)=S.C[C@@H]1COC(=O)O1.C[C@@H]1COC(=O)O1.C[C@@H]1COC(=O)O1.C[C@@H]1COC(=O)O1.C[C@@H]1COC(=O)O1
- gap between HOMO and LUMO (eV) = 7.797
- strongest force on any atom (eV/Å) = 2.506


A 14-piece molecular cluster, C39H70ClFN14O31 overall, computed with ωB97M-V with the def2-TZVPD basis set.

Geometry (Å):
1 C 5.47704 -3.73018 3.82763
2 C 4.73598 -2.73459 3.36881
3 C 3.30643 -3.01733 2.91613
4 C 2.47211 -1.75855 2.97867
5 C 2.05814 -1.07592 1.85602
6 C 2.43080 -1.56798 0.46608
7 C 1.22852 -2.07807 -0.33523
8 F 1.41852 -1.72626 -1.66576
9 C 1.32914 0.08615 1.93067
10 C 0.89800 0.88243 0.71306
11 C 1.87907 2.06054 0.55117
12 C 1.33755 3.14851 -0.41343
13 C 2.42899 3.46516 -1.43130
14 O 3.53201 3.81447 -1.05413
15 O 2.14157 3.31051 -2.75095
16 C 0.98125 0.60666 3.15801
17 C 0.19792 1.89196 3.31186
18 C -1.34866 1.70084 3.36381
19 C -1.83255 0.28163 3.71128
20 C -2.31954 -0.46577 2.46684
21 N -3.61988 0.02589 1.99340
22 C -4.71702 -0.46112 2.86917
23 C -3.90714 -0.52358 0.68955
24 C -3.92552 -2.05057 0.47356
25 O -4.15873 0.22472 -0.21704
26 C 1.39580 -0.06683 4.28044
27 C 2.13257 -1.23034 4.20506
28 C 2.57190 -1.88102 5.49535
29 O 2.63597 -3.08011 5.67535
30 C 2.89483 -0.91125 6.59294
31 C 2.18903 0.19183 6.65573
32 Cl 2.47550 1.42804 7.85559
33 C 1.08092 0.43779 5.66361
34 O 0.03753 0.96462 5.99273
35 H 5.08982 -4.74200 3.80849
36 H 6.47257 -3.56892 4.22242
37 H 5.13195 -1.72448 3.35251
38 H 2.88184 -3.75794 3.58698
39 H 3.27701 -3.47239 1.93097
40 H 3.21526 -2.32131 0.48718
41 H 2.87616 -0.70935 -0.04561
42 H 0.33335 -1.59088 0.05467
43 H 1.09602 -3.14763 -0.22093
44 H -0.09654 1.29594 0.90288
45 H 0.83776 0.30051 -0.20094
46 H 2.82692 1.68171 0.16339
47 H 2.12193 2.52039 1.50535
48 H 0.46097 2.74809 -0.93390
49 H 1.02715 4.05398 0.09926
50 H 1.21785 3.57378 -2.86365
51 H 0.57282 2.45023 4.16485
52 H 0.41265 2.50016 2.43731
53 H -1.71781 2.35907 4.15217
54 H -1.84493 2.05715 2.45968
55 H -2.72246 0.40359 4.33632
56 H -1.14258 -0.31204 4.29881
57 H -1.57059 -0.32852 1.67887
58 H -2.39484 -1.55115 2.64455
59 H -4.76189 0.20798 3.72852
60 H -4.51119 -1.47277 3.23929
61 H -5.67229 -0.39787 2.35255
62 H -4.41568 -2.26673 -0.47414
63 H -4.52076 -2.57383 1.22227
64 H -2.92363 -2.48109 0.45683
65 H 3.67663 -1.08574 7.32151
66 C -1.08579 -4.56713 -2.59520
67 N -1.58715 -4.68715 -1.19811
68 O -0.93357 -4.15783 -0.32130
69 O -2.61480 -5.30405 -1.03325
70 H -0.16623 -3.99132 -2.58440
71 H -0.91339 -5.57297 -2.96609
72 H -1.85458 -4.06398 -3.17415
73 C 6.19006 3.01386 -2.21252
74 N 7.55485 2.42296 -2.27223
75 O 7.86676 1.81429 -3.27803
76 O 8.27230 2.58765 -1.30846
77 H 5.67438 2.78646 -3.13361
78 H 5.67923 2.57366 -1.36273
79 H 6.30307 4.08456 -2.08785
80 C 6.12972 -4.23681 -0.39187
81 N 4.83999 -4.72430 0.15523
82 O 3.81195 -4.29611 -0.33810
83 O 4.89261 -5.52177 1.06465
84 H 5.92416 -3.53711 -1.19364
85 H 6.66598 -3.75052 0.42002
86 H 6.67153 -5.09370 -0.75737
87 C -7.39675 -1.34241 -1.31792
88 N -7.42326 -2.57369 -2.14507
89 O -6.83580 -3.55007 -1.72513
90 O -8.03648 -2.52082 -3.18958
91 H -6.81609 -1.52160 -0.42043
92 H -6.93342 -0.55931 -1.91349
93 H -8.41792 -1.10336 -1.07551
94 C -4.56470 1.31106 -3.14956
95 N -5.19475 0.90391 -4.43797
96 O -5.76383 -0.16786 -4.46126
97 O -5.09170 1.66810 -5.37313
98 H -4.73819 0.53500 -2.41571
99 H -3.50220 1.43968 -3.33301
100 H -5.02335 2.24577 -2.84067
101 C 7.26583 5.23487 -6.41990
102 N 6.89248 5.12265 -4.98594
103 O 7.60593 5.66510 -4.16765
104 O 5.89051 4.48981 -4.72606
105 H 8.17432 5.82090 -6.49596
106 H 7.42142 4.22567 -6.79251
107 H 6.44082 5.72469 -6.94252
108 C 5.71006 5.90880 -10.81559
109 N 6.29702 6.38703 -9.53469
110 O 5.56942 6.43485 -8.56224
111 O 7.46723 6.69620 -9.54665
112 H 4.66607 5.67115 -10.64860
113 H 5.81759 6.70939 -11.54115
114 H 6.26756 5.02813 -11.12032
115 C -0.31210 7.73646 -0.14229
116 N -0.53938 6.60793 -1.08600
117 O 0.02555 5.55571 -0.85015
118 O -1.27320 6.81169 -2.02504
119 H 0.35933 7.40278 0.64017
120 H 0.12407 8.55199 -0.71153
121 H -1.27731 8.01763 0.26771
122 C 5.52481 -8.46895 -3.11510
123 N 6.39215 -7.33554 -2.69538
124 O 7.58235 -7.43255 -2.88552
125 O 5.83769 -6.38168 -2.18446
126 H 6.15139 -9.23913 -3.54909
127 H 5.01424 -8.83332 -2.22849
128 H 4.81667 -8.08445 -3.84301
129 C -11.17244 -3.32635 -1.74713
130 N -10.89339 -2.74028 -0.40829
131 O -11.79847 -2.69152 0.39235
132 O -9.75838 -2.34550 -0.20800
133 H -12.21155 -3.63059 -1.78199
134 H -10.96614 -2.56082 -2.48983
135 H -10.51146 -4.17921 -1.87416
136 C -2.95059 5.67634 4.35311
137 N -1.78286 5.87851 3.45285
138 O -1.11977 4.90711 3.16684
139 O -1.57705 7.01099 3.06523
140 H -3.00671 4.62535 4.61274
141 H -2.79160 6.28898 5.23546
142 H -3.83741 5.99307 3.81239
143 C -15.96823 -5.18245 -0.86716
144 N -14.76926 -4.92396 -1.70902
145 O -14.02790 -5.85481 -1.93875
146 O -14.61478 -3.78887 -2.10856
147 H -15.97257 -6.22905 -0.58657
148 H -15.89465 -4.54330 0.00766
149 H -16.84272 -4.93312 -1.46062
150 C 6.70919 1.53309 7.40840
151 N 6.50846 0.36594 6.51459
152 O 7.05285 -0.67810 6.80091
153 O 5.79397 0.55369 5.55215
154 H 7.35647 1.25211 8.23116
155 H 7.15647 2.32708 6.81812
156 H 5.72388 1.81461 7.76847

Properties
- M (g/mol) = 1285.51
- E_tot (Eh) = -5185.86186
- E_LUMO (eV) = -0.6
- gap between HOMO and LUMO (eV) = 8.397
- strongest force on any atom (eV/Å) = 1.852